This record from the OMol25 dataset describes 15 unconnected molecules or ions with the total composition C10H51N13O15 in a non-equilibrium geometry. The level of theory is ωB97M-V/def2-TZVPD.

Results
Kohn-Sham gap ... 7.7 eV
M ... 593.6 u
LUMO ... -1.0 eV
Relative energy (zero: lowest compared OMol25 entry of this formula, charge and spin) ... 0.00 kcal/mol

Last column: Löwdin charge in e.
Element x y z (Å)
C1 1.3011 -5.8957 1.4821  -0.082
C2 1.8977 -4.9402 0.4450  -0.398
C3 0.8972 -3.8367 0.1323  -0.256
O1 -0.2418 -4.2452 -0.5441  -0.163
C4 -1.2427 -3.2470 -0.7719  -0.086
N1 3.1393 -4.3943 1.0562  0.057
H1 0.8938 -5.5139 2.4184  0.071
H2 2.0039 -6.6747 1.7784  0.070
H3 0.5504 -6.4413 0.9096  0.072
H4 1.9737 -5.4932 -0.4912  0.150
H5 1.4467 -3.0259 -0.3479  0.102
H6 0.5588 -3.4222 1.0837  0.107
H7 -1.6221 -2.7678 0.1314  0.073
H8 -2.0024 -3.6986 -1.4092  0.090
H9 -0.7894 -2.3996 -1.2879  0.060
H10 3.0182 -3.7633 1.8359  0.057
H11 3.5231 -3.8185 0.3190  0.044
O2 2.5975 1.7789 -3.0974  -0.025
H12 2.7419 1.9148 -4.0344  0.070
H13 1.8043 2.2788 -2.9009  0.046
O3 0.9437 -0.7596 3.0599  -0.053
H14 0.0341 -1.0443 3.1559  0.072
H15 1.4062 -1.1842 3.7838  0.095
O4 4.8552 -1.3612 0.1770  -0.052
H16 5.5970 -1.3318 0.7819  0.050
H17 4.2027 -0.7758 0.5661  -0.028
O5 -3.0848 0.4718 2.5705  -0.048
H18 -2.7224 -0.1933 3.1567  0.068
H19 -3.9412 0.1258 2.3148  0.061
O6 -2.5175 2.7522 -1.8962  -0.053
H20 -2.4782 1.9366 -2.3992  -0.026
H21 -1.6576 3.1542 -2.0229  0.034
O7 -3.3970 3.0480 2.0304  -0.055
H22 -3.6921 3.2112 1.1338  0.027
H23 -3.3068 2.0946 2.0830  -0.043
O8 0.9739 3.2156 -0.4450  -0.042
H24 0.6117 2.5547 -1.0368  -0.024
H25 1.5670 2.7275 0.1273  0.004
O9 3.2579 0.1508 1.7901  -0.052
H26 3.9000 0.2036 2.4992  0.088
H27 2.4131 0.0673 2.2368  0.015
C5 0.4388 2.8348 3.3830  -0.801
O10 1.6363 2.8237 3.4677  0.029
N2 -0.2813 1.7539 3.5062  0.182
N3 -0.1718 3.9065 2.9876  0.198
H28 0.2488 0.8950 3.5453  0.057
H29 -1.2383 1.7489 3.1845  0.076
H30 0.3641 4.7610 2.9567  0.131
H31 -1.1306 3.7659 2.7035  0.089
C6 -5.5085 1.1861 -0.4354  -0.723
O11 -4.6907 0.2691 -0.2931  -0.004
N4 -6.0846 1.4357 -1.5854  0.186
N5 -5.7301 2.0853 0.5041  0.169
H32 -6.4969 2.3543 -1.6617  0.112
H33 -5.9305 1.0097 -2.4871  0.084
H34 -6.2445 2.9271 0.2914  0.123
H35 -5.4159 1.8384 1.4307  0.101
C7 2.5424 -1.6741 -2.4314  -0.771
O12 3.0200 -2.8329 -2.3854  -0.002
N6 2.9036 -0.6174 -1.8124  0.169
N7 1.5639 -1.3801 -3.2325  0.172
H36 2.6402 0.2633 -2.2330  0.051
H37 3.8092 -0.8008 -1.4035  0.091
H38 0.9485 -0.6101 -3.0131  0.077
H39 1.4946 -2.0201 -4.0101  0.123
C8 4.5798 3.2009 0.5974  -0.799
O13 5.2986 4.0177 0.0732  0.039
N8 4.1753 3.3905 1.8020  0.172
N9 4.0001 2.1892 0.0012  0.176
H40 3.9897 2.5159 2.2707  0.077
H41 4.3252 4.2546 2.3008  0.128
H42 4.0168 2.0918 -1.0035  0.102
H43 3.5790 1.4421 0.5359  0.042
C9 -0.2454 0.3545 -0.4440  -0.759
O14 -0.0335 0.6908 -1.5855  0.000
N10 -1.4603 0.2983 0.0608  0.224
N11 0.7849 0.1367 0.3149  0.217
H44 -2.1761 0.7691 -0.4740  0.082
H45 -1.5774 0.0052 1.0191  0.076
H46 1.7222 -0.0065 -0.0325  0.080
H47 0.6752 -0.1365 1.2812  0.057
C10 -3.4829 0.0762 -3.6918  -0.780
O15 -2.8554 1.0588 -4.0520  0.033
N12 -4.7078 -0.2075 -3.9728  0.165
N13 -2.9131 -0.8491 -2.9583  0.193
H48 -5.1775 -1.0008 -3.5625  0.125
H49 -5.1176 0.4256 -4.6442  0.133
H50 -1.9569 -0.6316 -2.7173  0.096
H51 -3.5439 -1.4672 -2.4695  0.109

Cartesian forces (eV/Å) of the 2 atoms listed first:
C -0.2 -1.4 -1.1
C -1.0 0.2 2.5

---

This record from the OMol25 dataset describes 2 unconnected molecules or ions with the total composition C4H6N2O in a non-equilibrium geometry. The level of theory is ωB97M-V/def2-TZVPD.

Results
Kohn-Sham gap (spin up / spin down) ... 7.8 / 6.6 eV
M ... 98.1 u
LUMO (spin up / spin down) ... -0.8 / -1.7 eV
Relative energy (zero: lowest compared OMol25 entry of this formula, charge and spin) ... 104.45 kcal/mol

Last column: Löwdin charge in e.
Element x y z (Å)
C1 1.8356 -1.0642 0.0812  0.070
O1 0.8531 -1.1079 -0.7118  0.060
C2 -0.1358 -0.1762 -0.7191  -0.380
C3 -1.2267 -0.1494 -1.5944  -0.088
N1 -1.9507 0.9231 -1.2748  0.048
C4 -1.2653 1.4759 -0.2341  -0.230
N2 -0.1527 0.8554 0.1476  0.091
H1 2.5446 -1.8773 -0.0108  0.102
H2 0.4563 -0.2575 3.1484  0.030
H3 1.9131 -0.2410 0.7857  0.082
H4 -1.4829 -0.8318 -2.3950  0.110
H5 -1.6176 2.3755 0.2574  0.104
H6 0.2289 0.0754 2.5198  0.001

Cartesian forces (eV/Å) of the 2 atoms listed first:
C 0.7 0.1 0.6
O -0.9 0.1 -0.6

---

This record from the OMol25 dataset describes a gas-phase ion, C2HO5S (charge -1) in a non-equilibrium geometry. The level of theory is ωB97M-V/def2-TZVPD.

Results
Kohn-Sham gap ... 8.9 eV
M ... 137.1 u
LUMO ... 3.7 eV
Relative energy (zero: lowest compared OMol25 entry of this formula, charge and spin) ... 0.70 kcal/mol
Total charge ... -1

Last column: Löwdin charge in e.
Element x y z (Å)
C1 1.2028 1.1860 -0.1086  -0.652
C2 -0.3018 1.0157 0.2858  -0.180
O1 -1.2396 0.8868 -0.4825  0.009
O2 1.5230 2.3461 0.2615  -0.014
O3 4.0772 -1.1628 -0.6416  -0.506
O4 3.3987 0.2449 1.2981  -0.453
O5 1.7658 0.2669 -0.7551  -0.135
S1 3.7443 0.1828 -0.0794  0.807
H1 -0.4770 1.6801 1.2180  0.124

Cartesian forces (eV/Å) of the 2 atoms listed first:
C -1.5 1.7 0.7
C -1.0 2.9 -0.2

---

This record from the OMol25 dataset describes 13 unconnected molecules or ions with the total composition C3H31O13 in a non-equilibrium geometry. The level of theory is ωB97M-V/def2-TZVPD.

Results
Kohn-Sham gap ... 7.6 eV
M ... 275.3 u
LUMO ... 1.9 eV
Relative energy (zero: lowest compared OMol25 entry of this formula, charge and spin) ... 20.66 kcal/mol
Total charge ... -1

Last column: Löwdin charge in e.
Element x y z (Å)
C1 1.4585 0.2697 0.7670  -0.024
C2 0.8756 0.6616 -0.5575  -0.558
C3 0.8924 -0.3567 -1.6668  -0.058
O1 -0.4954 0.9551 -0.4285  -0.347
H1 1.1614 1.0696 1.4755  0.066
H2 2.5307 0.3664 0.7252  0.085
H3 1.1251 -0.6445 1.2076  0.051
H4 1.3486 1.5484 -0.9227  0.120
H5 1.9338 -0.5662 -1.9892  0.099
H6 0.2533 -0.1578 -2.5145  0.070
H7 0.5454 -1.1684 -1.0757  0.030
O2 0.2479 3.5670 0.7586  -0.051
H8 0.4669 2.7198 0.3956  -0.032
H9 0.5293 3.4413 1.6661  -0.031
O3 0.5141 -3.1874 0.8215  -0.076
H10 0.4676 -3.3879 -0.0953  -0.036
H11 -0.0332 -2.3705 0.7380  -0.005
O4 0.9454 -3.7138 -1.9584  -0.042
H12 1.0888 -2.7806 -2.0980  0.003
H13 -0.0189 -3.6850 -2.0865  0.049
O5 0.5890 3.0028 3.3793  -0.057
H14 -0.0796 2.4682 2.9729  -0.023
H15 1.2825 2.3285 3.4417  0.037
O6 -1.4680 -1.2521 0.8588  -0.052
H16 -1.2100 -0.6304 0.1720  -0.010
H17 -2.3215 -1.6378 0.6041  0.070
O7 0.8909 0.0514 4.4921  -0.067
H18 1.6656 -0.4937 4.5219  0.004
H19 0.2463 -0.5685 4.0691  0.044
O8 -2.2352 -1.2715 -2.7385  -0.022
H20 -2.1650 -2.1070 -2.2790  0.040
H21 -2.1306 -1.5604 -3.6449  0.056
O9 1.2455 2.3141 -4.8385  -0.106
H22 0.7686 2.1259 -4.0161  -0.018
H23 1.1868 1.4294 -5.3130  0.054
O10 -0.8848 2.1628 -2.6897  -0.099
H24 -0.6763 1.6640 -1.8558  -0.027
H25 -1.5799 2.7709 -2.3818  0.052
O11 -1.4670 1.5030 1.9464  -0.052
H26 -1.0996 1.2931 1.0952  -0.045
H27 -1.2248 0.8132 2.5666  0.025
O12 -3.2553 0.7116 -1.1042  -0.049
H28 -3.1249 0.1255 -1.8481  -0.019
H29 -2.3862 0.8423 -0.7853  -0.043
O13 1.3839 -2.6421 3.5591  -0.049
H30 1.2029 -2.6199 2.6287  -0.016
H31 1.0098 -3.4033 4.0251  0.055

Cartesian forces (eV/Å) of the 2 atoms listed first:
C 0.4 1.7 0.5
C -2.3 0.5 -0.8

---

> Which of these has the lowest M?

C4H6N2O